# 1
{
  "formula": "FH3P2",
  "method": "wB97M-V/def2-TZVPD",
  "e_above_lowest_kj_mol": 46.9,
  "total_energy_ha": -784.327306,
  "symbols": ["F", "P", "P", "H", "H", "H"],
  "coordinates": [[0.7989, 0.7758, 1.5056], [-0.7011, 0.0417, -0.9939], [0.6052, -0.8510, 0.6449], [0.2279, -0.2547, -1.8863], [-0.3856, 1.4849, -0.7707], [-0.5453, -1.1967, 1.5003]],
  "forces_ev_per_angstrom": [[-0.1, -3.0, -1.4], [-1.3, 1.0, 2.1], [-1.2, 3.5, 1.9], [1.7, -0.1, -1.8], [0.1, -1.6, -0.2], [0.9, 0.2, -0.6]],
  "lowdin_charge": [-0.562, 0.458, 0.596, -0.259, -0.108, -0.126]
}

=====

# 2
{
  "formula": "FH3P2S2",
  "method": "wB97M-V/def2-TZVPD",
  "e_above_lowest_kj_mol": 33.3,
  "s2": 2.013,
  "multiplicity": 3,
  "total_energy_ha": -1580.668612,
  "symbols": ["F", "P", "P", "S", "S", "H", "H", "H"],
  "coordinates": [[1.9605, 0.0055, -1.8614], [1.2758, -0.3717, 0.8669], [0.4585, -0.2345, -1.1489], [-0.4735, 1.5462, -1.4848], [-2.1990, 0.0900, 1.4227], [1.2320, -1.8088, 0.5697], [-0.1137, -0.2458, 1.2409], [-2.1407, 1.0189, 0.3947]],
  "forces_ev_per_angstrom": [[-1.3, -0.6, 0.4], [-0.3, -0.8, -0.2], [1.1, 2.5, -1.8], [0.6, -1.4, 0.3], [-0.3, 0.6, -0.6], [0.0, 0.8, 0.8], [0.3, -0.4, 0.4], [0.0, -0.7, 0.8]],
  "lowdin_spin": [0.039, 0.224, 0.263, 0.578, 0.829, 0.003, 0.033, 0.030]
}

=====

# 3
{
  "formula": "FHIPS",
  "method": "wB97M-V/def2-TZVPD",
  "e_above_lowest_kj_mol": 76.5,
  "total_energy_ha": -1137.715632,
  "symbols": ["F", "P", "S", "I", "H"],
  "coordinates": [[-1.7930, 1.0431, -0.2418], [0.8328, -0.5941, 0.6115], [1.2266, -2.2177, -0.3419], [2.1607, 1.2222, -0.2358], [-2.4271, 0.5466, 0.2081]],
  "forces_ev_per_angstrom": [[0.1, 0.0, -0.1], [-0.1, -1.1, -0.2], [-0.2, 0.8, 0.4], [0.3, 0.3, -0.2], [-0.1, -0.1, 0.1]],
  "lowdin_charge": [-0.107, -0.210, -0.001, 0.240, 0.078]
}

=====

# 4
{
  "formula": "FHN2O2",
  "method": "wB97M-V/def2-TZVPD",
  "e_above_lowest_kj_mol": 146.2,
  "total_energy_ha": -360.200048,
  "symbols": ["N", "N", "O", "O", "F", "H"],
  "coordinates": [[-1.1682, 0.1635, -0.2727], [0.9613, -0.3601, -0.0832], [1.1970, -1.5441, -0.1461], [1.5058, 0.6660, 0.0352], [-1.1031, 1.4693, -0.0587], [-1.3929, -0.3946, 0.5256]],
  "forces_ev_per_angstrom": [[1.2, -1.5, -3.3], [-2.3, -1.5, -0.1], [0.4, 2.1, 0.1], [1.1, -0.2, 0.0], [-0.1, 0.6, 1.3], [-0.3, 0.6, 2.0]],
  "lowdin_charge": [0.085, -0.276, 0.096, 0.131, -0.081, 0.044]
}

=====

# 5
{
  "formula": "FHNO3S",
  "method": "wB97M-V/def2-TZVPD",
  "e_above_lowest_kj_mol": 180.4,
  "total_energy_ha": -779.044044,
  "charge": -1,
  "symbols": ["N", "O", "O", "O", "F", "S", "H"],
  "coordinates": [[0.0960, -1.4503, 0.1834], [-3.1965, -1.1515, 0.8721], [-2.4134, -0.1848, -1.2808], [-2.4892, 1.2561, 0.7053], [0.8176, -1.0752, -0.9202], [-2.4442, -0.1134, 0.1854], [-0.4425, -2.4191, -0.1410]],
  "forces_ev_per_angstrom": [[-2.3, -2.4, 0.7], [-0.3, 0.2, 0.2], [-0.5, 0.0, 0.5], [-0.2, -0.7, 0.2], [0.1, 0.0, -0.9], [1.7, 0.0, -1.2], [1.5, 2.9, 0.5]],
  "lowdin_charge": [-0.052, -0.418, -0.433, -0.415, -0.235, 0.487, 0.066]
}

=====

# 6
{
  "formula": "FNO3S",
  "method": "wB97M-V/def2-TZVPD",
  "e_above_lowest_kj_mol": 168.3,
  "total_energy_ha": -778.351892,
  "symbols": ["N", "O", "O", "O", "F", "S"],
  "coordinates": [[-0.6226, 0.1504, 0.6662], [-0.7333, 0.8317, 1.5828], [0.2388, 0.8743, -0.9209], [-0.6197, -1.0231, 0.3809], [1.8842, -0.9240, -1.0742], [0.5781, -0.2645, -1.8091]],
  "forces_ev_per_angstrom": [[0.5, -3.0, -2.8], [-0.4, 0.9, 2.0], [0.4, 0.7, -1.0], [-0.6, 1.2, 1.6], [-0.5, 0.2, -0.6], [0.6, 0.0, 0.8]],
  "lowdin_charge": [-0.302, 0.181, -0.496, 0.020, -0.398, 0.995]
}

=====

# 7
{
  "formula": "FNO4RhS2",
  "method": "wB97M-V/def2-TZVPD",
  "s2": 6.027,
  "multiplicity": 5,
  "total_energy_ha": -1360.691216,
  "charge": 3,
  "symbols": ["Rh", "F", "N", "S", "O", "O", "S", "O", "O"],
  "coordinates": [[-2.1726, -0.4063, -1.2719], [-0.7378, 0.8801, -1.1261], [0.8577, -0.0946, 0.7076], [0.6757, 1.2622, -0.2017], [0.2353, 2.3377, 0.6177], [1.6946, 1.3029, -1.1925], [0.0110, -1.3284, 0.8755], [0.6368, -2.4420, 1.5049], [-1.2007, -1.5116, 0.0865]],
  "forces_ev_per_angstrom": [[-4.4, -1.3, -2.2], [2.6, 2.1, 0.5], [0.3, 3.3, -1.1], [0.7, -1.7, 0.5], [0.2, 0.3, 0.0], [-0.3, 0.3, 0.6], [0.9, -4.4, 0.4], [-1.1, 1.7, -0.3], [1.0, -0.3, 1.7]],
  "lowdin_spin": [2.761, 0.079, 0.177, -0.040, 0.419, 0.350, 0.035, 0.132, 0.088]
}

=====

# 8
{
  "formula": "FNO4S",
  "method": "wB97M-V/def2-TZVPD",
  "e_above_lowest_kj_mol": 285.7,
  "s2": 2.022,
  "multiplicity": 3,
  "total_energy_ha": -853.425710,
  "symbols": ["N", "O", "O", "O", "O", "F", "S"],
  "coordinates": [[1.5943, -0.0432, 0.0472], [2.2232, 0.9551, 0.0776], [1.8339, -1.1213, -0.1908], [0.0799, 0.1129, 0.3145], [-2.0768, 1.1786, -0.5442], [-2.0060, -1.3275, -0.1063], [-1.6485, 0.2453, 0.4020]],
  "forces_ev_per_angstrom": [[4.0, 5.5, 1.0], [1.2, 0.7, -0.3], [1.1, -5.8, -1.6], [-4.5, -1.0, 0.5], [-0.9, 1.7, -2.3], [0.7, 1.7, 0.4], [-1.6, -2.7, 2.2]],
  "lowdin_spin": [0.308, 0.102, 0.325, 0.692, 0.185, 0.090, 0.297]
}

=====

Number 1 is which compound?
FH3P2

=====

What did the first record say?
{
  "formula": "FH3P2",
  "method": "wB97M-V/def2-TZVPD",
  "e_above_lowest_kj_mol": 46.9,
  "total_energy_ha": -784.327306,
  "symbols": ["F", "P", "P", "H", "H", "H"],
  "coordinates": [[0.7989, 0.7758, 1.5056], [-0.7011, 0.0417, -0.9939], [0.6052, -0.8510, 0.6449], [0.2279, -0.2547, -1.8863], [-0.3856, 1.4849, -0.7707], [-0.5453, -1.1967, 1.5003]],
  "forces_ev_per_angstrom": [[-0.1, -3.0, -1.4], [-1.3, 1.0, 2.1], [-1.2, 3.5, 1.9], [1.7, -0.1, -1.8], [0.1, -1.6, -0.2], [0.9, 0.2, -0.6]],
  "lowdin_charge": [-0.562, 0.458, 0.596, -0.259, -0.108, -0.126]
}